1.
The following is a quantum chemistry calculation of a molecular structure, C4H11HgI2PS at a distorted geometry, from OMol25.

```
20
Properties=species:S:1:pos:R:3:nbo_charge:R:1
C -0.529 2.379 0.611 -0.657
C -0.264 0.926 0.964 -0.302
I 0.054 0.747 3.120 0.387
C 0.860 0.353 0.062 -0.722
I 2.570 -0.431 1.018 0.374
P -0.009 -0.936 -1.299 0.916
C -0.053 -2.355 -0.195 -0.962
S -0.934 -1.815 -3.095 -0.286
H -0.655 2.439 -0.474 0.266
H 0.306 3.029 0.886 0.205
H -1.434 2.765 1.077 0.265
H -1.197 0.360 0.869 0.241
H 1.269 1.191 -0.501 0.236
H 1.109 -0.744 -2.115 0.026
H -1.048 0.011 -1.286 0.012
H -0.808 -3.043 -0.566 0.298
H -0.307 -2.080 0.829 0.235
H 0.912 -2.864 -0.253 0.281
H -2.157 -1.996 -2.575 0.145
Hg 2.314 2.065 2.923 1.039
```

As for the charge: +2. The largest force on an atom comes out at 1.74 eV/Å. The value obtained for the calculated total energy is -1646.5605 hartree. Its energy relative to the best compared isomer or geometry (same formula, charge and spin) is 0.0 kcal/mol. The HOMO-LUMO gap comes out at 3.3 eV.



2.
The following is a quantum chemistry calculation of a molecular structure, C4H11HoO3 at a distorted geometry, from OMol25.

```
19
Properties=species:S:1:pos:R:3:mulliken_spin:R:1
C 2.599 1.946 -1.558 0.000
O 3.222 1.332 -0.328 -0.003
H 2.270 1.257 -2.350 0.000
H 1.873 2.738 -1.314 0.000
H 3.473 2.402 -2.040 0.000
H 4.176 1.354 -0.421 0.000
C -1.229 0.541 -0.517 -0.003
C -1.924 -0.557 0.277 0.001
O -0.984 -1.207 1.151 -0.003
C -1.539 -2.240 1.960 0.000
H -1.217 1.460 0.099 0.000
H -1.853 0.738 -1.408 -0.001
H -2.320 -1.329 -0.401 0.000
H -2.712 -0.129 0.912 0.000
H -0.733 -2.656 2.573 0.000
H -2.316 -1.822 2.613 0.000
H -1.971 -3.022 1.322 0.000
Ho 1.119 -0.999 0.332 4.010
O 0.066 0.194 -0.901 -0.002
```

As for the charge: +2. The largest force on an atom comes out at 3.12 eV/Å. The value obtained for the calculated total energy is -1332.0868 hartree. Its spin multiplicity is 5. Its energy relative to the best compared isomer or geometry (same formula, charge and spin) is 32.8 kcal/mol. The HOMO-LUMO gap (spin up / spin down) comes out at 8.0 / 7.6 eV. As for the expectation value of S²: 6.00.



3.
The following is a quantum chemistry calculation of a gas-phase ion, C4H11INO (charge +1) at a distorted geometry, from OMol25.

```
18
Properties=species:S:1:pos:R:3:nbo_charge:R:1
C 1.100 0.921 -0.926 -0.404
C 1.635 -0.687 0.969 -0.419
C -1.821 -0.162 -0.832 -0.577
C -0.738 -0.143 0.386 0.238
N 0.668 -0.350 -0.193 -0.365
O -0.724 1.031 1.107 -0.702
I -3.822 -0.029 -0.056 0.192
H 1.578 0.625 -1.837 0.240
H 0.093 1.393 -1.182 0.240
H 1.677 1.422 -0.143 0.243
H 1.618 0.278 1.485 0.235
H 1.163 -1.447 1.634 0.243
H 2.653 -0.952 0.491 0.255
H -1.599 0.525 -1.518 0.197
H -1.804 -1.159 -1.429 0.243
H -1.027 -1.082 0.909 0.205
H 0.546 -1.166 -0.744 0.428
H -1.197 0.982 1.879 0.510
```

As for the charge: +1. The largest force on an atom comes out at 4.91 eV/Å. The value obtained for the calculated total energy is -586.3949 hartree. Its energy relative to the best compared isomer or geometry (same formula, charge and spin) is 31.9 kcal/mol. The HOMO-LUMO gap comes out at 9.8 eV. The SMILES is C[NH+](C)[C@@H](O)CI.



What is the formula in the second record? C4H11HoO3



The lowest charge belongs to which entry? C4H11INO



Please write out number 1 again, unchanged.
The following is a quantum chemistry calculation of a molecular structure, C4H11HgI2PS at a distorted geometry, from OMol25.

```
20
Properties=species:S:1:pos:R:3:nbo_charge:R:1
C -0.529 2.379 0.611 -0.657
C -0.264 0.926 0.964 -0.302
I 0.054 0.747 3.120 0.387
C 0.860 0.353 0.062 -0.722
I 2.570 -0.431 1.018 0.374
P -0.009 -0.936 -1.299 0.916
C -0.053 -2.355 -0.195 -0.962
S -0.934 -1.815 -3.095 -0.286
H -0.655 2.439 -0.474 0.266
H 0.306 3.029 0.886 0.205
H -1.434 2.765 1.077 0.265
H -1.197 0.360 0.869 0.241
H 1.269 1.191 -0.501 0.236
H 1.109 -0.744 -2.115 0.026
H -1.048 0.011 -1.286 0.012
H -0.808 -3.043 -0.566 0.298
H -0.307 -2.080 0.829 0.235
H 0.912 -2.864 -0.253 0.281
H -2.157 -1.996 -2.575 0.145
Hg 2.314 2.065 2.923 1.039
```

As for the charge: +2. The largest force on an atom comes out at 1.74 eV/Å. The value obtained for the calculated total energy is -1646.5605 hartree. Its energy relative to the best compared isomer or geometry (same formula, charge and spin) is 0.0 kcal/mol. The HOMO-LUMO gap comes out at 3.3 eV.



Among the records above, which one has the lowest energy relative to the best compared isomer or geometry (same formula, charge and spin)? C4H11HgI2PS